No. 1
# C18H55N5O12

A 8-piece molecular cluster, C18H55N5O12 overall (the ωB97M-V functional and the def2-TZVPD basis, OMol25).

Calculated values
* energy above the lowest of the compared OMol25 structures with the same formula, charge and spin: 6.7 kcal per mole

Geometry (Å):
N1 31.9954 6.5777 6.4632
H1 32.1750 7.5005 6.0067
H2 32.1605 6.6843 7.4707
H3 32.5888 5.7711 6.1925
H4 30.9822 6.3883 6.3498
N2 29.5202 6.8755 3.5605
O1 30.3005 6.0943 4.1954
O2 29.3970 8.0383 3.9552
O3 28.9209 6.4448 2.5747
C1 26.4932 4.2622 1.7272
C2 25.0908 3.8026 2.0456
O4 25.0143 3.0996 3.2852
O5 27.1740 3.2714 0.9702
H5 27.0004 4.4683 2.6746
H6 26.4243 5.2151 1.1811
H7 24.5965 3.2757 1.2224
H8 24.4278 4.6610 2.2059
H9 25.6111 2.3430 3.2528
H10 28.0934 3.2762 1.2961
C3 30.8738 4.1568 1.1068
C4 32.2123 4.0447 1.7866
O6 32.4833 5.0999 2.7312
O7 29.7990 3.8088 2.0119
H11 30.8714 3.4098 0.3032
H12 30.6123 5.1413 0.7116
H13 33.0274 4.0373 1.0643
H14 32.1953 3.1731 2.4557
H15 31.6577 5.3684 3.1876
H16 29.3887 4.6882 2.1338
C5 29.2061 5.5672 8.1659
C6 29.7599 6.2952 9.3914
O8 31.1310 6.6916 9.2521
O9 29.2370 6.4494 7.0515
H17 28.1753 5.3406 8.4501
H18 29.7064 4.6111 8.0002
H19 29.7479 5.7392 10.3276
H20 29.1234 7.1674 9.5574
H21 31.2927 7.6286 9.3907
H22 28.5759 6.1134 6.4312
C7 27.5982 9.7853 -1.4823
C8 28.4684 9.0781 -0.4533
C9 29.1534 10.0496 0.5077
O10 29.7070 11.1338 -0.2150
C10 30.4099 11.9889 0.6658
N3 27.6695 8.0634 0.1965
H23 26.9777 9.1153 -2.0732
H24 28.1525 10.3513 -2.2385
H25 26.9841 10.5678 -1.0214
H26 29.2445 8.5585 -1.0281
H27 29.8380 9.5346 1.1881
H28 28.3429 10.4538 1.1391
H29 29.6800 12.4561 1.3301
H30 31.0140 12.6990 0.0987
H31 31.1985 11.4656 1.2238
H32 27.0151 8.4953 0.8473
H33 28.1470 7.3833 0.7772
C11 30.4151 11.2689 4.9499
C12 31.0923 10.4607 6.0595
C13 30.0530 9.9406 7.0536
O11 29.4441 11.0651 7.6750
C14 28.1433 10.8271 8.1710
N4 31.8619 9.3213 5.4979
H34 29.5698 10.7239 4.5298
H35 31.0708 11.5995 4.1438
H36 30.0083 12.1683 5.4223
H37 31.7969 11.1059 6.5882
H38 30.5298 9.3780 7.8637
H39 29.3231 9.3203 6.5335
H40 27.5374 10.0392 7.7233
H41 27.6752 11.7928 8.3366
H42 28.2574 10.4491 9.2046
H43 32.3374 9.7735 4.7019
H44 31.2189 8.8800 4.8106
C15 30.5724 2.7274 5.6865
C16 31.8963 3.0000 6.3935
C17 32.6674 1.7551 6.7754
O12 33.1727 1.1252 5.6142
C18 33.2706 -0.2590 5.7008
N5 32.7532 3.9487 5.5851
H45 30.1524 3.6928 5.3896
H46 29.8850 2.1844 6.3368
H47 30.6924 2.1561 4.7628
H48 31.6352 3.5521 7.3084
H49 32.0227 1.0619 7.3319
H50 33.4977 1.9485 7.4688
H51 33.9897 -0.6268 6.4452
H52 33.5554 -0.6580 4.7248
H53 32.2997 -0.7309 5.9189
H54 32.2067 4.0686 4.7353
H55 33.5341 3.3493 5.3262

=====

No. 2
# C18H55N9O4P3

A 4-piece molecular cluster, C18H55N9O4P3 overall (the ωB97M-V functional and the def2-TZVPD basis, OMol25).

Calculated values
* energy above the lowest of the compared OMol25 structures with the same formula, charge and spin: 0.0 kcal per mole
* net charge: -1

Geometry (Å):
O1 -13.8325 -24.9325 -13.8312
H1 -12.9269 -24.6987 -13.6057
O2 -10.8877 -19.4024 -15.2003
P1 -11.5062 -19.8443 -16.4651
N1 -10.4806 -19.9426 -17.7724
C1 -9.4441 -20.9861 -17.7257
C2 -10.0995 -18.7091 -18.4400
N2 -12.6418 -18.7293 -16.9493
C3 -13.1421 -17.7222 -16.0414
C4 -13.2724 -18.7448 -18.2426
N3 -12.1773 -21.3466 -16.4031
C5 -12.6932 -22.0039 -17.5891
C6 -12.8466 -21.7566 -15.1732
H2 -8.9175 -20.9961 -18.6829
H3 -9.9147 -21.9578 -17.6052
H4 -8.7065 -20.7695 -16.9502
H5 -9.0903 -18.7897 -18.8375
H6 -10.1112 -17.8525 -17.7554
H7 -10.7906 -18.4511 -19.2458
H8 -14.2343 -17.6832 -16.0826
H9 -12.8482 -17.9656 -15.0227
H10 -12.7466 -16.7299 -16.2936
H11 -14.3025 -19.1266 -18.2043
H12 -13.3185 -17.7480 -18.6980
H13 -12.7274 -19.3975 -18.9236
H14 -13.6972 -21.6430 -17.8536
H15 -12.0348 -21.8655 -18.4466
H16 -12.7752 -23.0753 -17.3967
H17 -13.8519 -21.3002 -15.0898
H18 -12.3033 -21.3942 -14.3007
H19 -13.0605 -22.8305 -15.0620
O3 -15.4525 -31.6568 -14.2155
P2 -14.9898 -30.5556 -15.0783
N4 -13.5736 -30.8973 -15.8541
C7 -12.5851 -31.6862 -15.1333
C8 -13.1048 -30.2621 -17.0739
N5 -14.7748 -29.1469 -14.2656
C9 -15.8022 -28.7110 -13.3288
C10 -13.9476 -28.0673 -14.7822
N6 -15.9745 -30.2122 -16.3856
C11 -17.0489 -29.2416 -16.2650
C12 -16.3082 -31.3809 -17.1883
H20 -12.0146 -32.3103 -15.8248
H21 -13.0928 -32.3187 -14.4076
H22 -11.8840 -31.0448 -14.5821
H23 -12.1017 -29.8454 -16.9427
H24 -13.7876 -29.4708 -17.3684
H25 -13.0504 -30.9935 -17.8926
H26 -16.2419 -29.5787 -12.8292
H27 -15.3433 -28.1253 -12.5309
H28 -16.6023 -28.1387 -13.8048
H29 -13.0517 -28.4724 -15.2422
H30 -14.4926 -27.4426 -15.5040
H31 -13.7097 -27.3683 -13.9757
H32 -17.6004 -29.2194 -17.2071
H33 -17.7357 -29.4521 -15.4407
H34 -16.6325 -28.2370 -16.1685
H35 -16.7585 -31.0610 -18.1292
H36 -16.9788 -32.0808 -16.6704
H37 -15.4092 -31.9585 -17.4138
O4 -8.1519 -24.6998 -12.0683
P3 -9.2129 -23.6932 -12.2918
N7 -10.6951 -24.2537 -11.8433
C13 -11.7512 -23.3023 -11.5284
C14 -11.0847 -25.6647 -11.9696
N8 -9.4681 -23.1116 -13.8212
C15 -10.2393 -23.9331 -14.7534
C16 -8.4748 -22.2291 -14.4353
N9 -8.9508 -22.3058 -11.4189
C17 -9.3145 -20.9757 -11.8466
C18 -8.1856 -22.4071 -10.1979
H38 -11.5626 -22.8174 -10.5662
H39 -12.7092 -23.8210 -11.5397
H40 -11.8388 -22.5345 -12.3049
H41 -11.9526 -25.8106 -11.3326
H42 -10.2535 -26.2979 -11.6585
H43 -11.3642 -25.8939 -12.9981
H44 -9.7341 -24.8836 -14.9659
H45 -11.1947 -24.1188 -14.2819
H46 -10.3907 -23.3977 -15.6883
H47 -8.0893 -22.6576 -15.3630
H48 -8.9107 -21.2454 -14.6304
H49 -7.6324 -22.0953 -13.7522
H50 -9.5277 -20.3744 -10.9587
H51 -8.5326 -20.4820 -12.4353
H52 -10.2121 -20.9833 -12.4627
H53 -8.5691 -21.6855 -9.4726
H54 -7.1192 -22.1789 -10.3486
H55 -8.2300 -23.4272 -9.8230

=====

No. 3
# C18H56N10O10

A 10-piece molecular cluster, C18H56N10O10 overall (the ωB97M-V functional and the def2-TZVPD basis, OMol25).

Calculated values
* SMILES: NC(N)=O.NC(N)=O.NC(N)=O.NC(N)=O.NC(N)=O.CC(C)O.CC(C)O.CC(C)O.CC(C)O.CO
* energy above the lowest of the compared OMol25 structures with the same formula, charge and spin: 290.5 kcal per mole

Geometry (Å):
N1 3.5764 -2.9918 1.2875
C1 2.7434 -2.4768 0.4375
N2 2.0734 -1.4128 0.7715
O1 2.5514 -3.0688 -0.8255
H1 4.2654 -3.6968 1.0835
H2 3.5614 -2.7028 2.2615
H3 1.6484 -0.8268 -0.0415
H4 2.2504 -0.5978 1.4825
N3 -0.6736 -2.1178 -0.0725
C2 -1.6446 -1.8118 0.7675
N4 -1.1606 -1.2558 1.8465
O2 -2.9986 -1.8128 0.5285
H5 -1.0386 -2.4198 -1.0045
H6 0.2834 -2.1478 0.1625
H7 -1.7886 -1.1328 2.5935
H8 -0.2266 -1.3508 2.2435
N5 -0.2336 1.0172 1.0295
C3 0.4394 1.1662 -0.0855
N6 0.5854 0.1202 -0.7585
O3 1.1034 2.3102 -0.5455
H9 -0.6396 1.8552 1.3405
H10 -0.5676 0.0642 1.3485
H11 0.9754 0.1602 -1.6725
H12 -0.1626 -0.5718 -0.7485
N7 2.4534 -1.4768 -4.9745
C4 2.2854 -1.6968 -3.6815
N8 2.7254 -2.8808 -3.3945
O4 2.0584 -0.6458 -2.7525
H13 2.2634 -0.5208 -5.3565
H14 2.8224 -2.1468 -5.6365
H15 2.5394 -3.2688 -2.4155
H16 3.0754 -3.5108 -4.1705
N9 1.2324 -1.3218 3.1025
C5 1.6474 -0.1688 3.5425
N10 1.9154 0.5732 2.5405
O5 1.9084 0.0792 4.8765
H17 1.0674 -1.9818 3.8765
H18 1.4364 -1.6678 2.1085
H19 2.3044 1.3712 2.9475
H20 1.1064 0.7532 1.8455
C6 -2.6516 -0.0918 -2.2815
C7 -2.8896 1.2952 -2.8185
C8 -1.6376 2.2272 -2.8385
O6 -3.2666 1.2562 -4.0545
H21 -1.9286 -0.6448 -2.9265
H22 -3.5716 -0.6018 -2.1805
H23 -2.4036 -0.1398 -1.2285
H24 -3.7026 1.7612 -2.2245
H25 -1.2186 2.1902 -1.8385
H26 -1.9166 3.2342 -3.0605
H27 -0.8156 1.7952 -3.3855
H28 -4.1536 1.6852 -4.1905
C9 -1.7706 -1.3858 5.7925
C10 -2.7126 -0.6748 4.8275
C11 -2.2156 0.7512 4.4975
O7 -2.9586 -1.1588 3.6935
H29 -2.0056 -2.4218 5.8175
H30 -2.0226 -1.0078 6.8475
H31 -0.7226 -1.3368 5.4595
H32 -3.7416 -0.5628 5.2425
H33 -2.9276 1.4192 3.9375
H34 -1.2706 0.6762 4.0175
H35 -2.0796 1.3292 5.4175
H36 -3.4816 -1.9318 3.9615
C12 5.9174 0.3822 -0.0785
C13 4.5104 0.2232 -0.6935
C14 4.1724 1.5392 -1.4685
O8 4.4114 -0.7278 -1.4915
H37 6.7724 0.1002 -0.6705
H38 6.0204 -0.2058 0.7995
H39 6.0484 1.4082 0.1465
H40 3.7164 0.1142 -0.0305
H41 4.2744 2.5302 -0.9525
H42 3.0524 1.5192 -1.7965
H43 4.7334 1.6612 -2.2835
H44 3.5474 -0.6728 -1.9355
C15 -6.1136 1.6592 0.2635
C16 -4.8686 0.8512 0.6675
C17 -3.8246 1.9232 0.8665
O9 -4.8856 0.2792 1.8065
H45 -5.8406 2.4792 -0.3645
H46 -6.6486 1.9012 1.1615
H47 -6.6736 0.8812 -0.3735
H48 -4.5606 0.1182 -0.0605
H49 -4.1506 2.7922 1.3665
H50 -3.4346 2.1542 -0.0815
H51 -2.9446 1.4652 1.4405
H52 -4.1486 -0.2958 1.8295
C18 1.8374 2.2672 -4.7435
O10 2.0734 1.1412 -5.5355
H53 0.7984 2.4182 -4.8205
H54 2.4414 3.1282 -5.1995
H55 2.0464 2.0422 -3.6905
H56 2.0184 1.4772 -6.4515

=====

No. 4
# C18H56N2O10

A 10-piece molecular cluster, C18H56N2O10 overall (the ωB97M-V functional and the def2-TZVPD basis, OMol25).

Calculated values
* SMILES: NC(N)=O.CC(C)O.CC(C)O.CC(C)O.CC(C)O.CO.CO.CO.CO.CO
* energy above the lowest of the compared OMol25 structures with the same formula, charge and spin: 84.4 kcal per mole

Geometry (Å):
N1 1.3234 -2.9659 -0.2802
C1 1.7919 -2.3868 0.7183
N2 1.7330 -1.0936 0.6205
O1 2.0053 -3.0324 1.9319
H1 1.2222 -4.0018 -0.3960
H2 1.2314 -2.5847 -1.2676
H3 2.0053 -0.5176 1.4481
H4 2.0320 -0.6881 -0.3428
C2 -3.1702 -5.3262 1.8706
C3 -1.8051 -4.9354 1.3811
C4 -1.9766 -3.6331 0.6140
O2 -0.9697 -4.6328 2.3254
H5 -3.3382 -6.3013 2.3470
H6 -3.7719 -5.4297 0.9518
H7 -3.5899 -4.5481 2.4818
H8 -1.3770 -5.7842 0.8598
H9 -0.9565 -3.2039 0.4656
H10 -2.5280 -2.8248 1.1703
H11 -2.5296 -3.6759 -0.2833
H12 -0.1134 -5.0351 2.1354
C5 2.1422 4.1883 -4.7093
C6 2.6417 2.8168 -4.1243
C7 1.6992 1.6962 -4.3139
O3 3.6659 2.3853 -4.6675
H13 1.8497 4.0926 -5.7659
H14 2.8931 4.9678 -4.5340
H15 1.2777 4.5809 -4.2311
H16 2.8435 2.9034 -3.0271
H17 0.8666 1.7872 -3.6504
H18 2.0792 0.6932 -3.9657
H19 1.2217 1.7216 -5.2575
H20 4.4191 3.0011 -4.6214
C8 -2.5471 0.1768 0.2682
C9 -1.3591 0.0250 -0.5829
C10 -1.6711 0.5299 -1.9820
O4 -0.3409 0.5679 -0.1534
H21 -2.7604 1.2077 0.6162
H22 -2.4284 -0.3680 1.1631
H23 -3.4706 -0.3090 -0.3171
H24 -1.2103 -1.0436 -0.5943
H25 -2.2772 -0.1942 -2.5466
H26 -0.8156 0.3799 -2.5985
H27 -1.9964 1.5459 -2.0099
H28 0.0909 -0.0427 0.4565
C11 -2.4123 3.6234 4.9247
C12 -1.3971 2.8873 4.0715
C13 -1.5982 3.0469 2.5716
O5 -0.2134 3.2723 4.2129
H29 -3.1584 2.9367 5.3598
H30 -3.1225 4.2255 4.3564
H31 -2.0758 4.1922 5.7722
H32 -1.3947 1.8607 4.4229
H33 -1.8612 4.0142 2.1895
H34 -2.4836 2.4157 2.3939
H35 -0.8221 2.6241 1.9360
H36 0.2543 2.9807 5.0172
C14 -0.9281 -1.5331 3.2567
O6 -2.0743 -2.0878 3.7241
H37 -0.9513 -0.5100 3.2038
H38 -0.6465 -1.8557 2.2085
H39 -0.2215 -1.7808 3.9164
H40 -2.0190 -3.0176 3.7000
C15 3.2478 -0.8807 -2.3295
O7 2.2662 -0.0392 -1.7213
H41 3.0900 -1.8392 -1.9335
H42 4.2273 -0.5037 -1.9682
H43 3.2402 -0.8353 -3.4078
H44 1.5089 0.1598 -2.3586
C16 -0.2935 -3.2530 -2.9594
O8 0.4462 -2.0512 -2.8992
H45 -0.7448 -3.2373 -2.0262
H46 0.4210 -4.1062 -3.0214
H47 -1.1131 -3.2018 -3.7259
H48 0.8562 -2.0816 -3.7441
C17 2.0366 1.5395 2.1842
O9 2.9034 0.6281 2.8861
H49 2.5165 2.0233 1.3468
H50 1.7671 2.3053 2.9320
H51 1.0222 1.1987 1.8639
H52 3.5552 1.0306 3.4283
C18 0.3027 3.8817 -1.3956
O10 1.0015 2.9123 -0.7031
H53 -0.5317 4.2187 -0.8523
H54 -0.0752 3.3608 -2.2788
H55 1.0708 4.6267 -1.6511
H56 0.3721 2.1400 -0.5059

=====

No. 5
# C18H57BNO10P2S6

A 7-piece molecular cluster, C18H57BNO10P2S6 overall (the ωB97M-V functional and the def2-TZVPD basis, OMol25).

Calculated values
* energy above the lowest of the compared OMol25 structures with the same formula, charge and spin: 0.0 kcal per mole
* net charge: -1

Geometry (Å):
C1 -5.3466 -2.9920 2.7601
C2 -4.2017 -3.1879 1.7650
C3 -4.6654 -3.6076 0.3727
O1 -3.8281 -4.5347 -0.3218
C4 -3.2042 -4.0303 -1.5119
P1 -1.5263 -3.1016 -1.1453
C5 0.1526 -2.1644 -0.8394
C6 0.0950 -0.7865 -0.1661
N1 -1.0096 -0.6075 0.7975
P2 -1.3415 -2.6872 -3.4623
O2 -2.3164 -3.3040 -4.4179
B1 -0.4965 -4.8366 -1.3367
O3 -0.3287 -5.5221 -2.5372
O4 0.0742 -5.4651 -0.2331
H1 -5.5486 -3.9118 3.3119
H2 -5.1024 -2.2148 3.4867
H3 -6.2742 -2.7150 2.2537
H4 -3.5222 -3.9660 2.1158
H5 -3.5967 -2.2834 1.6997
H6 -4.7860 -2.7105 -0.2418
H7 -5.6571 -4.0695 0.4814
H8 -3.8897 -3.3554 -2.0309
H9 -3.0470 -4.8806 -2.1763
H10 -2.2587 -1.8199 -1.1108
H11 -1.6692 -3.3282 0.2824
H12 0.8280 -2.8141 -0.2802
H13 0.6360 -2.0068 -1.8076
H14 0.0778 -0.0105 -0.9278
H15 1.0466 -0.6434 0.3607
H16 -0.7117 -0.8178 1.7500
H17 -1.3413 0.3567 0.7821
H18 -0.0076 -2.9394 -3.9296
H19 -1.4106 -1.2639 -3.5779
H20 0.6241 -5.5133 -2.7904
H21 -0.1640 -6.4164 -0.2569
C7 2.4586 2.8096 -1.1189
S1 2.2943 2.0611 -2.7414
O5 1.8829 0.6578 -2.5193
C8 4.0432 2.0388 -3.1403
H22 1.4657 2.8646 -0.6798
H23 3.1159 2.1953 -0.5004
H24 2.8656 3.8176 -1.2272
H25 4.5874 1.4776 -2.3797
H26 4.4163 3.0622 -3.2041
H27 4.1550 1.5522 -4.1056
C9 0.1028 -2.9573 5.6610
S2 0.2022 -2.0542 4.1098
O6 -0.9688 -1.1330 4.1018
C10 -0.2595 -3.4224 3.0577
H28 0.3032 -2.2555 6.4689
H29 -0.8982 -3.3748 5.7689
H30 0.8550 -3.7460 5.6621
H31 -1.2340 -3.8011 3.3640
H32 0.5040 -4.1975 3.1242
H33 -0.3227 -3.0577 2.0359
C11 -5.2225 1.9733 5.6236
S3 -4.2619 0.8850 4.5567
O7 -4.6654 -0.5035 4.8926
C12 -2.6739 1.1431 5.3342
H34 -6.2635 1.9030 5.3143
H35 -5.1197 1.6486 6.6596
H36 -4.8695 2.9979 5.5025
H37 -2.7337 0.8593 6.3857
H38 -2.3652 2.1844 5.2285
H39 -2.0038 0.4770 4.7956
C13 3.9542 0.1337 -7.8670
S4 5.4706 0.0297 -6.9160
O8 5.4144 1.1208 -5.9098
C14 6.5646 0.5977 -8.2232
H40 3.1358 -0.1387 -7.2036
H41 3.8220 1.1549 -8.2240
H42 4.0015 -0.5678 -8.6999
H43 6.2478 1.5859 -8.5563
H44 6.5413 -0.1153 -9.0475
H45 7.5692 0.6490 -7.8091
C15 -0.5257 6.1503 -2.8203
S5 -0.3308 5.6256 -1.1144
O9 -0.4387 4.1505 -1.1091
C16 -1.9128 6.2517 -0.5383
H46 0.3495 5.8069 -3.3680
H47 -1.4241 5.6939 -3.2351
H48 -0.5864 7.2383 -2.8605
H49 -2.7121 5.7906 -1.1176
H50 -1.9335 7.3370 -0.6409
H51 -2.0096 5.9776 0.5099
C17 3.0289 3.5533 2.7689
S6 4.5349 2.6269 2.4565
O10 4.3723 1.3026 3.0951
C18 5.5904 3.5929 3.5469
H52 2.2318 3.0741 2.2033
H53 2.8011 3.5214 3.8345
H54 3.1586 4.5808 2.4277
H55 5.1890 3.5595 4.5598
H56 5.6439 4.6201 3.1851
H57 6.5801 3.1423 3.5243

=====

no.,E_LUMO (eV),E (eV),HOMO level (eV)
1,0.10,-51572.4789,-8.60
2,2.37,-69030.5335,-3.53
3,0.28,-54942.0919,-8.55
4,0.15,-43020.5683,-8.59
5,1.62,-125815.2948,-2.65